18
Properties=species:S:1:pos:R:3 method="wB97M-V/def2-TZVPD" fmax_ev_per_a=4.31 orbital_gap_ev=6.899 e_above_lowest_kj_mol=151.1 total_energy_ev=-32248.7324 homo_ha=-0.1208 charge=-1
C -2.259 1.079 0.794
C -1.331 -1.032 -0.503
C 2.732 -1.058 0.150
C -2.131 0.229 -0.435
O 2.127 1.465 1.221
O 1.275 0.792 -1.061
O -2.744 0.569 -1.402
P 1.397 0.304 0.563
Cl 4.185 -0.348 -0.547
H -2.525 0.421 1.761
H -1.167 1.469 0.819
H -3.100 1.863 0.568
H -1.783 -1.620 0.388
H -1.689 -1.542 -1.414
H -0.220 -0.918 -0.614
H 3.205 -1.614 1.030
H 2.214 -1.748 -0.394
H 1.815 1.692 -0.924